The following is a DFT calculation (the ωB97M-V functional and the def2-TZVPD basis) of a 3-piece molecular cluster, C13H36BNO5PS overall at a distorted geometry.

Each line ends with the Löwdin charge.
Cartesian coordinates (Å):
C (3.857, 3.875, -1.759)  -0.139
C (3.462, 2.375, -1.786)  -0.288
C (2.598, 2.013, -3.049)  -0.176
C (1.424, 1.039, -2.677)  -0.284
O (0.144, 1.465, -3.067)  -0.154
B (-0.382, 2.678, -2.438)  -1.282
C (-2.024, 2.435, -2.245)  -0.162
S (0.311, 3.130, -0.737)  0.682
P (-0.256, 4.252, -3.613)  0.710
N (0.932, 5.302, -3.223)  -0.394
H (4.513, 4.029, -0.879)  0.058
H (2.985, 4.539, -1.672)  0.036
H (4.448, 4.106, -2.663)  0.065
H (2.933, 2.084, -0.865)  0.060
H (4.395, 1.776, -1.802)  0.090
H (2.264, 2.906, -3.592)  0.080
H (3.299, 1.482, -3.725)  0.095
H (1.625, 0.117, -3.266)  0.107
H (1.490, 0.696, -1.623)  0.099
H (-2.607, 2.590, -3.177)  0.031
H (-2.152, 1.380, -1.914)  0.033
H (-2.451, 3.051, -1.432)  0.027
H (-0.438, 4.202, -0.336)  -0.142
H (-1.498, 4.973, -3.559)  -0.030
H (0.003, 3.751, -4.931)  -0.018
H (1.585, 5.380, -3.997)  -0.092
C (-3.704, -3.966, 1.128)  -0.119
O (-4.164, -3.617, -0.165)  -0.194
C (-4.848, -2.369, -0.185)  -0.204
C (-3.960, -1.252, -0.706)  -0.208
O (-2.886, -0.992, 0.182)  -0.188
C (-1.665, -1.571, -0.251)  -0.093
H (-2.997, -4.789, 1.023)  0.086
H (-3.197, -3.130, 1.617)  0.081
H (-4.544, -4.298, 1.749)  0.084
H (-5.233, -2.124, 0.810)  0.123
H (-5.703, -2.483, -0.858)  0.121
H (-4.552, -0.334, -0.771)  0.126
H (-3.590, -1.486, -1.708)  0.129
H (-1.252, -0.992, -1.082)  0.091
H (-1.795, -2.614, -0.557)  0.084
H (-0.962, -1.539, 0.582)  0.076
C (1.296, -3.295, 2.231)  -0.111
O (1.570, -1.942, 2.546)  -0.188
C (0.633, -1.388, 3.461)  -0.201
C (1.197, -1.340, 4.870)  -0.200
O (1.399, -2.646, 5.399)  -0.195
C (2.753, -3.056, 5.336)  -0.118
H (2.170, -3.709, 1.728)  0.089
H (1.094, -3.891, 3.124)  0.083
H (0.439, -3.353, 1.551)  0.075
H (-0.308, -1.947, 3.439)  0.124
H (0.426, -0.367, 3.130)  0.131
H (0.474, -0.839, 5.521)  0.123
H (2.127, -0.764, 4.894)  0.126
H (3.337, -2.544, 6.109)  0.086
H (3.192, -2.858, 4.355)  0.084
H (2.789, -4.129, 5.523)  0.086

Cartesian forces (eV/Å) of the 3 atoms listed first:
0.396 -0.664 0.592
0.008 0.501 -0.584
0.723 -0.706 1.052

Total charge: -1
Multiplicity: 1
Lowest unoccupied orbital energy (Eh): 0.090


The following is a DFT calculation (the ωB97M-V functional and the def2-TZVPD basis) of C13H36NO11S5V as an isolated structure at a distorted geometry.

Each line ends with the Löwdin charge.
Cartesian coordinates (Å):
V (3.413, -0.405, -0.148)  1.052
N (-0.032, -0.140, 0.379)  -0.630
O (1.097, -0.403, 0.100)  -0.093
O (-0.845, -0.202, -0.546)  -0.029
O (-0.381, 0.206, 1.471)  0.014
C (1.703, -1.310, -3.217)  -0.245
S (2.162, -2.846, -2.327)  0.967
O (2.868, -2.370, -1.059)  -0.656
C (0.448, -3.355, -1.827)  -0.203
H (1.344, -0.595, -2.477)  0.010
H (0.815, -1.377, -3.846)  0.070
H (2.484, -0.758, -3.741)  0.055
H (-0.115, -3.845, -2.621)  0.066
H (-0.190, -2.551, -1.459)  0.042
H (0.610, -3.987, -0.953)  0.044
C (2.123, 0.507, 4.070)  -0.214
S (2.957, 1.613, 2.856)  0.960
O (3.227, 0.747, 1.627)  -0.657
C (1.547, 2.793, 2.374)  -0.181
H (1.752, 0.973, 4.982)  0.069
H (2.801, -0.315, 4.302)  0.038
H (1.339, -0.010, 3.517)  0.037
H (0.609, 2.292, 2.137)  0.035
H (1.867, 3.169, 1.402)  0.036
H (1.302, 3.545, 3.123)  0.060
C (0.523, 2.482, -2.539)  -0.203
S (2.242, 2.605, -1.911)  0.921
O (2.638, 1.300, -1.304)  -0.641
C (3.074, 2.775, -3.554)  -0.222
H (0.445, 1.538, -3.078)  0.057
H (0.376, 3.281, -3.266)  0.062
H (-0.199, 2.537, -1.724)  0.061
H (2.715, 2.100, -4.331)  0.058
H (4.155, 2.649, -3.486)  0.058
H (2.887, 3.796, -3.886)  0.056
C (0.889, -3.341, 2.336)  -0.225
S (2.693, -3.392, 1.867)  0.953
O (3.234, -2.047, 1.338)  -0.650
C (3.377, -3.492, 3.583)  -0.226
H (0.649, -4.323, 2.743)  0.067
H (0.211, -3.142, 1.506)  0.034
H (0.713, -2.581, 3.098)  0.040
H (4.435, -3.234, 3.541)  0.055
H (3.353, -4.489, 4.023)  0.060
H (2.974, -2.785, 4.308)  0.046
C (-3.622, -1.223, 3.881)  -0.219
S (-2.517, -2.375, 2.858)  0.803
O (-2.981, -3.729, 3.279)  -0.575
C (-3.340, -2.104, 1.235)  -0.245
H (-3.728, -0.281, 3.343)  0.040
H (-3.201, -1.091, 4.878)  0.040
H (-4.622, -1.641, 3.997)  0.054
H (-2.900, -1.262, 0.700)  0.020
H (-4.417, -2.206, 1.366)  0.059
H (-3.101, -2.961, 0.606)  0.045
C (-3.148, 4.705, -4.334)  -0.061
O (-3.173, 4.214, -3.035)  -0.010
C (-3.428, 2.926, -2.814)  -0.587
O (-3.498, 2.046, -3.703)  0.071
O (-3.442, 2.652, -1.529)  0.012
C (-3.873, 1.323, -1.117)  -0.015
H (-4.078, 4.457, -4.845)  0.106
H (-2.253, 4.413, -4.885)  0.095
H (-3.108, 5.782, -4.169)  0.099
H (-3.060, 0.618, -1.294)  0.065
H (-4.693, 0.961, -1.738)  0.099
H (-4.105, 1.166, -0.064)  0.092

Cartesian forces (eV/Å) of the 3 atoms listed first:
-3.055 -0.885 1.408
-2.666 0.594 -1.753
5.289 -1.443 -0.459

Total charge: +1
ΔE to the lowest compared entry with this formula, charge and spin (eV): 0.000
Multiplicity: 4
⟨S²⟩: 3.753
Lowest unoccupied orbital energy (alpha / beta) (Eh): -0.109 / -0.111


The following is a DFT calculation (the ωB97M-V functional and the def2-TZVPD basis) of C13H37FHfN3O4 as an isolated structure at a distorted geometry.

Each line ends with the Löwdin charge.
Cartesian coordinates (Å):
Hf (8.655, -8.170, -17.550)  2.258
F (7.061, -8.984, -19.036)  -0.405
C (10.530, -10.505, -19.711)  -0.052
O (9.619, -10.138, -18.674)  -0.215
H (11.365, -11.144, -19.421)  0.118
H (10.142, -10.981, -20.611)  0.116
H (10.928, -9.544, -20.037)  0.079
H (9.244, -10.984, -18.419)  0.108
C (9.994, -10.952, -14.208)  -0.002
C (9.447, -10.449, -15.564)  -0.399
C (7.946, -10.695, -15.586)  -0.154
O (7.302, -9.750, -16.432)  -0.339
C (5.885, -10.026, -16.471)  0.003
N (9.785, -9.016, -15.666)  -0.026
H (11.059, -10.730, -14.148)  0.107
H (9.871, -12.035, -14.200)  0.118
H (9.512, -10.563, -13.311)  0.112
H (9.970, -11.033, -16.321)  0.141
H (7.551, -10.584, -14.577)  0.151
H (7.740, -11.732, -15.850)  0.168
H (5.667, -10.941, -17.023)  0.129
H (5.421, -9.254, -17.085)  0.095
H (5.484, -9.995, -15.458)  0.127
H (9.580, -8.667, -14.741)  0.128
H (10.765, -9.001, -15.422)  0.130
C (9.169, -5.654, -21.446)  0.008
C (8.941, -5.929, -19.886)  -0.373
C (7.504, -5.840, -19.491)  -0.157
O (7.352, -6.263, -18.117)  -0.329
C (6.093, -5.763, -17.584)  -0.005
N (9.580, -7.237, -19.639)  -0.004
H (8.779, -4.661, -21.667)  0.106
H (8.470, -6.287, -21.993)  0.100
H (10.177, -5.688, -21.861)  0.109
H (9.531, -5.112, -19.472)  0.159
H (6.907, -6.542, -20.075)  0.142
H (7.060, -4.870, -19.716)  0.166
H (5.198, -6.059, -18.132)  0.124
H (6.111, -4.691, -17.779)  0.116
H (5.907, -5.917, -16.522)  0.114
H (10.536, -6.955, -19.804)  0.121
H (9.523, -7.647, -20.560)  0.106
C (3.131, -10.529, -21.944)  -0.041
C (4.415, -10.442, -21.072)  -0.410
C (5.709, -10.794, -21.892)  -0.166
O (5.694, -12.229, -22.217)  -0.177
C (6.918, -12.650, -22.747)  -0.132
N (4.425, -9.123, -20.445)  0.030
H (2.304, -10.412, -21.243)  0.079
H (3.118, -11.521, -22.395)  0.081
H (3.001, -9.788, -22.733)  0.083
H (4.368, -11.165, -20.257)  0.133
H (6.589, -10.574, -21.287)  0.081
H (5.852, -10.197, -22.793)  0.123
H (7.699, -12.851, -22.012)  0.067
H (7.307, -11.954, -23.489)  0.089
H (6.744, -13.635, -23.181)  0.101
H (4.764, -8.426, -21.092)  0.063
H (5.224, -9.126, -19.827)  -0.005

Cartesian forces (eV/Å) of the 3 atoms listed first:
-4.307 -3.125 -5.336
3.178 1.784 2.975
1.959 1.227 -1.897

Total charge: +3
ΔE to the lowest compared entry with this formula, charge and spin (eV): 0.000
Multiplicity: 1
Lowest unoccupied orbital energy (Eh): -0.466